{"formula": "C51H40Br3N7RhS3", "method": "the ωB97M-V functional and the def2-TZVPD basis", "symbols": ["Rh", "Br", "C", "C", "C", "N", "C", "C", "C", "C", "C", "Br", "C", "C", "N", "H", "H", "H", "H", "H", "H", "N", "S", "N", "S", "N", "S", "N", "C", "C", "C", "C", "C", "C", "C", "C", "C", "C", "C", "C", "C", "C", "C", "C", "C", "C", "C", "C", "C", "C", "C", "C", "C", "C", "C", "C", "C", "C", "C", "C", "C", "C", "C", "C", "H", "H", "H", "H", "H", "H", "H", "H", "H", "H", "H", "H", "H", "H", "H", "H", "H", "H", "H", "H", "H", "H", "H", "H", "H", "H", "H", "H", "H", "H", "Br", "C", "C", "C", "C", "C", "N", "H", "H", "H", "H"], "positions_angstrom": [[1.4398, -1.8089, 0.1513], [7.7000, 0.0586, 1.3476], [5.9857, -0.5771, 0.9974], [5.6865, -1.1666, -0.2235], [4.3936, -1.6008, -0.4482], [3.4383, -1.4853, 0.4733], [3.7287, -0.9281, 1.6644], [4.9907, -0.4599, 1.9634], [2.5758, -0.8768, 2.5831], [2.6505, -0.5035, 3.9089], [1.4875, -0.4678, 4.6673], [1.5551, 0.0598, 6.4508], [0.2782, -0.8137, 4.0768], [0.2726, -1.2007, 2.7532], [1.3988, -1.2416, 2.0288], [6.4404, -1.2812, -0.9890], [4.1085, -2.0498, -1.3910], [5.2087, 0.0011, 2.9157], [3.5980, -0.2327, 4.3509], [-0.6466, -0.7943, 4.6354], [-0.6370, -1.4972, 2.2541], [-0.4824, -1.9856, -0.3057], [-1.8177, -1.3895, -0.3368], [-2.1035, 0.1160, 0.2294], [-1.5679, 1.4981, -0.2295], [-0.1214, 1.9228, 0.1965], [1.2587, 1.3833, -0.4354], [1.4528, -0.0566, -0.7210], [2.3624, 2.1315, 0.7501], [3.5901, 2.6097, 0.3068], [4.4905, 3.1112, 1.2362], [4.1572, 3.1400, 2.5839], [2.9219, 2.6672, 3.0110], [2.0150, 2.1563, 2.0950], [1.5581, 2.2758, -1.9343], [2.2847, 1.6585, -2.9427], [2.5212, 2.3611, -4.1145], [2.0347, 3.6537, -4.2617], [1.3149, 4.2589, -3.2380], [1.0742, 3.5716, -2.0598], [-2.5710, 2.6391, 0.6502], [-2.0758, 3.9135, 0.9027], [-2.9064, 4.8291, 1.5273], [-4.2005, 4.4686, 1.8827], [-4.6744, 3.1884, 1.6263], [-3.8596, 2.2576, 1.0025], [-1.8194, 1.8227, -1.9514], [-2.7149, 2.8091, -2.3451], [-2.8830, 3.0462, -3.7022], [-2.1678, 2.3077, -4.6331], [-1.2765, 1.3232, -4.2205], [-1.0952, 1.0708, -2.8729], [-2.9324, -2.2809, 0.7275], [-2.3963, -3.3834, 1.3769], [-3.2088, -4.1298, 2.2200], [-4.5395, -3.7797, 2.3894], [-5.0689, -2.6832, 1.7178], [-4.2669, -1.9255, 0.8821], [-2.5772, -1.4382, -1.9428], [-1.9716, -2.2275, -2.9067], [-2.5380, -2.3003, -4.1713], [-3.6920, -1.5855, -4.4570], [-4.2817, -0.7852, -3.4846], [-3.7264, -0.7045, -2.2193], [3.8426, 2.6048, -0.7452], [5.4422, 3.5018, 0.9018], [4.8524, 3.5555, 3.3017], [2.6555, 2.7208, 4.0594], [1.0338, 1.8238, 2.4117], [2.6372, 0.6450, -2.8116], [3.0851, 1.8994, -4.9136], [2.2216, 4.1967, -5.1786], [0.9442, 5.2678, -3.3571], [0.5202, 4.0358, -1.2552], [-1.0635, 4.1774, 0.6332], [-2.5414, 5.8245, 1.7394], [-4.8431, 5.1900, 2.3693], [-5.6789, 2.9124, 1.9160], [-4.2072, 1.2523, 0.8133], [-3.2718, 3.3859, -1.6201], [-3.5748, 3.8111, -4.0273], [-2.3053, 2.4990, -5.6891], [-0.7235, 0.7484, -4.9514], [-0.4033, 0.3036, -2.5464], [-1.3673, -3.6637, 1.1925], [-2.8060, -4.9944, 2.7303], [-5.1739, -4.3682, 3.0383], [-6.1110, -2.4230, 1.8436], [-4.6855, -1.0770, 0.3597], [-1.0591, -2.7541, -2.6705], [-2.0774, -2.9161, -4.9321], [-4.1348, -1.6475, -5.4421], [-5.1757, -0.2209, -3.7138], [-4.1727, -0.0588, -1.4756], [0.1086, -4.9349, -1.3266], [0.9910, -4.9942, 0.3298], [1.0646, -6.2437, 0.9331], [1.8318, -6.4002, 2.0688], [2.5199, -5.2963, 2.5544], [2.3679, -4.0925, 1.9091], [1.5937, -3.9048, 0.8180], [0.5440, -7.0759, 0.4828], [1.9124, -7.3671, 2.5469], [3.1637, -5.3619, 3.4195], [2.8903, -3.2298, 2.2852]], "mulliken_charge": [-0.879, -0.026, -0.529, -0.737, -0.589, 0.716, 1.201, -0.843, 0.384, -0.923, -0.737, -0.020, -1.001, -0.584, 2.065, 0.513, 0.524, 0.629, 0.732, 0.642, 0.346, -0.457, 2.520, -0.472, 1.774, -0.390, 2.172, -0.179, 0.282, -0.734, -0.806, -0.939, -0.524, -0.498, 0.096, -0.453, -0.801, -0.728, -0.825, -0.433, -0.599, -0.233, -0.904, -0.634, -0.882, 0.035, 1.291, -0.526, -1.187, -0.970, -0.995, 0.470, 0.410, -0.115, -0.883, -0.713, -1.056, -0.331, 0.612, -0.408, -0.994, -0.705, -0.901, -0.196, 0.532, 0.539, 0.471, 0.572, 0.499, 0.389, 0.498, 0.467, 0.518, 0.339, 0.295, 0.492, 0.442, 0.494, 0.466, 0.515, 0.516, 0.529, 0.567, 0.338, 0.197, 0.499, 0.435, 0.473, 0.254, 0.276, 0.494, 0.469, 0.506, 0.201, 0.035, 0.282, -0.651, -0.384, -1.131, -0.072, 0.706, 0.484, 0.475, 0.517, 0.380], "homo_energy_ha": -0.585, "charge": 3, "energy_ev": -309580.26374, "largest_force_ev_per_a": 0.3, "gap_ev": 7.63}